This record from OMol25 describes C5H7F3N2Se as an isolated structure. The level of theory is wB97M-V/def2-TZVPD.

As for the net charge: 0. As for the multiplicity: 1. As for the maximum force: 1.9 eV/A. The value obtained for the total energy is -81774.41436 eV. The calculation puts the energy relative to the best compared isomer or geometry (same formula, charge and spin) at 24.1 kcal/mol.

Each line ends with the natural charge from an NBO analysis.
Atoms and positions in Å:
C (-0.7775, -0.3874, -0.8041)  0.16
C (-0.7872, -0.6926, 2.6583)  -0.05
C (0.4553, 0.1661, -1.4003)  -0.54
C (-0.1074, 1.3256, 1.5483)  -0.46
C (1.1461, -0.8095, -2.3184)  0.97
N (-1.1792, -0.5077, 0.4177)  -0.35
N (-0.6697, -0.0178, 1.5377)  -0.05
F (1.6525, -1.8570, -1.6145)  -0.35
F (0.3355, -1.3415, -3.2343)  -0.32
F (2.1839, -0.2650, -2.9559)  -0.31
Se (-0.4370, 1.6089, -2.4688)  -0.34
H (-1.4477, -0.8650, -1.5085)  0.24
H (-0.4656, -0.2514, 3.5803)  0.21
H (-1.1986, -1.6834, 2.6256)  0.22
H (1.1908, 0.5733, -0.7069)  0.23
H (-0.4913, 1.8840, 0.6907)  0.27
H (-0.3850, 1.8403, 2.4675)  0.23
H (0.9822, 1.2804, 1.4856)  0.23

This record from OMol25 describes C25H19F6N6O4PtS2Se as an isolated structure. The level of theory is wB97M-V/def2-TZVPD.

As for the net charge: +3. As for the multiplicity: 5. As for the maximum force: 1.3 eV/A. The value obtained for the total energy is -149900.15642 eV. The calculation puts the energy relative to the best compared isomer or geometry (same formula, charge and spin) at 14.7 kcal/mol.

Each line ends with the natural charge from an NBO analysis.
Atoms and positions in Å:
Pt (-0.1862, 0.1443, -0.0326)  1.44
C (2.5522, 1.4977, -2.1400)  -0.65
C (2.9801, 0.6784, -0.9525)  0.26
C (4.2991, 0.7251, -0.5083)  -0.22
C (4.7268, -0.1402, 0.4782)  -0.08
C (3.8596, -1.1216, 0.9479)  -0.20
C (2.5736, -1.1366, 0.4691)  0.17
N (2.1250, -0.2009, -0.4009)  -0.48
C (1.6057, -2.2153, 0.7287)  0.18
C (1.9386, -3.5030, 1.0935)  -0.14
C (0.9386, -4.4659, 1.1213)  -0.10
C (-0.3586, -4.1302, 0.7635)  -0.19
C (-0.6300, -2.8228, 0.4122)  0.20
N (0.3439, -1.9093, 0.4225)  -0.46
C (-1.9035, -2.3438, -0.1440)  0.16
C (-3.0987, -2.9997, -0.0002)  -0.20
C (-4.2057, -2.5178, -0.6931)  -0.08
C (-4.0471, -1.4625, -1.5671)  -0.22
C (-2.8145, -0.8297, -1.6846)  0.29
C (-2.5844, 0.2247, -2.7296)  -0.66
N (-1.7894, -1.2355, -0.9169)  -0.46
H (3.1812, 1.2307, -2.9909)  0.28
H (2.6909, 2.5678, -1.9724)  0.24
H (1.5203, 1.2874, -2.4064)  0.21
H (4.9826, 1.4258, -0.9698)  0.26
H (5.7421, -0.0908, 0.8517)  0.27
H (4.1888, -1.8588, 1.6674)  0.26
H (2.9655, -3.7622, 1.3108)  0.25
H (1.1809, -5.4892, 1.3758)  0.27
H (-1.1352, -4.8818, 0.7250)  0.26
H (-3.1701, -3.8703, 0.6381)  0.26
H (-5.1688, -2.9970, -0.5770)  0.27
H (-4.8681, -1.1227, -2.1850)  0.26
H (-3.2442, 0.0557, -3.5770)  0.27
H (-1.5515, 0.1858, -3.0775)  0.22
H (-2.8023, 1.2165, -2.3348)  0.24
F (0.8249, -1.8967, 3.5476)  -0.29
C (-0.4076, -1.4956, 3.8062)  0.79
F (-0.6341, -1.4814, 5.0850)  -0.25
F (-1.2809, -2.2789, 3.1784)  -0.30
S (-0.5863, 0.2704, 3.1700)  2.16
O (0.6998, 0.5886, 2.5502)  -0.98
O (-1.0764, 1.0670, 4.2349)  -0.81
N (-1.6768, 0.0843, 1.9116)  -1.09
S (-2.2875, 1.5062, 1.4015)  2.18
O (-1.5785, 2.6455, 1.9033)  -0.92
O (-2.3672, 1.4053, -0.0562)  -0.93
C (-4.0249, 1.5548, 2.0723)  0.80
F (-4.6644, 0.5193, 1.5435)  -0.29
F (-3.9556, 1.4531, 3.3744)  -0.26
F (-4.5625, 2.6858, 1.6958)  -0.26
Se (1.2883, 3.0898, 1.4486)  1.33
N (0.4737, 2.3411, -0.0617)  -0.72
C (0.0375, 3.3431, -0.7751)  0.15
C (-0.6745, 3.2403, -2.0362)  -0.05
C (-1.1154, 4.3790, -2.6531)  -0.20
C (-0.8592, 5.6485, -2.0978)  -0.02
C (-0.1701, 5.7996, -0.8689)  -0.02
C (0.3067, 4.6648, -0.2311)  0.08
N (0.9894, 4.6695, 0.9261)  -0.51
H (-0.8254, 2.2663, -2.4820)  0.24
H (-1.6444, 4.3181, -3.5943)  0.27
H (-1.1784, 6.5328, -2.6374)  0.27
H (-0.0220, 6.7748, -0.4172)  0.28

This record from OMol25 describes one molecule with the formula C3H3NO2S. The level of theory is wB97M-V/def2-TZVPD.

As for the net charge: 0. As for the SMILES: C=NSC(=O)C=O. As for the multiplicity: 1. As for the maximum force: 3.9 eV/A. The value obtained for the total energy is -19577.05232 eV. The calculation puts the energy relative to the best compared isomer or geometry (same formula, charge and spin) at 85.9 kcal/mol.

Each line ends with the natural charge from an NBO analysis.
Atoms and positions in Å:
C (2.7372, 0.7255, -0.0326)  -0.06
N (1.4838, 0.5972, 0.1826)  -0.55
S (0.7978, -1.0057, -0.1061)  0.32
C (-1.0177, -0.5466, 0.1855)  0.35
O (-1.8747, -1.3921, 0.0369)  -0.48
C (-1.2523, 1.0288, 0.2456)  0.37
O (-2.1069, 1.5786, -0.3621)  -0.44
H (3.2182, 1.7082, 0.2101)  0.18
H (3.4894, 0.1225, -0.6782)  0.17
H (-0.8084, 1.3418, 1.0971)  0.13

This record from OMol25 describes C21H35N5O5PS5Tm as an isolated structure. The level of theory is wB97M-V/def2-TZVPD.

As for the net charge: 0. As for the multiplicity: 3. As for the maximum force: 2.5 eV/A. The value obtained for the total energy is -133030.62764 eV. The calculation puts the energy relative to the best compared isomer or geometry (same formula, charge and spin) at 12.6 kcal/mol.

Each line ends with the Löwdin spin population.
Atoms and positions in Å:
Tm (-0.4019, -0.5975, 0.0132)  2.01
C (-0.5697, -4.1460, 0.7217)  0.00
N (0.5045, -3.2673, 0.2756)  0.00
C (1.6899, -3.3747, 1.1605)  0.00
C (0.9040, -3.6961, -1.0571)  0.00
C (1.6935, -2.7208, -1.9147)  0.00
N (0.9033, -1.5299, -2.2524)  0.00
C (-0.2619, -1.8404, -3.1803)  0.00
C (1.7639, -0.5860, -2.9910)  0.00
H (-0.2728, -5.2300, 0.6093)  0.00
H (-1.4475, -3.9278, 0.0429)  0.00
H (-0.8585, -3.8935, 1.7122)  0.00
H (1.9545, -4.4302, 1.1686)  0.00
H (1.4305, -3.0984, 2.1907)  0.00
H (2.4716, -2.7691, 0.7533)  0.00
H (-0.0079, -3.9184, -1.6385)  0.00
H (1.5382, -4.5812, -0.9306)  0.00
H (1.9409, -3.2966, -2.8022)  0.00
H (2.6020, -2.3540, -1.3943)  0.00
H (0.0514, -2.5186, -3.9657)  0.00
H (-0.5785, -0.8689, -3.6096)  0.00
H (-1.0677, -2.2217, -2.6368)  0.00
H (2.2612, -1.0987, -3.8207)  0.00
H (2.5012, -0.1799, -2.3067)  0.00
H (1.1528, 0.2288, -3.3882)  0.00
O (-2.3799, 1.9286, 6.4735)  0.00
C (-2.1490, 1.4423, 5.4307)  0.00
S (-1.6769, -0.2562, 5.1404)  0.00
C (-1.4828, -0.1088, 3.3834)  0.00
C (-1.7021, 1.1087, 2.8211)  0.00
S (-1.6363, 1.4349, 1.1205)  0.00
S (-2.1887, 2.3192, 3.9298)  0.00
S (-0.9579, -1.5426, 2.4852)  0.00
O (-0.9306, 0.9102, -1.8007)  0.00
C (0.0854, 1.6174, -1.6111)  0.00
O (0.9972, 1.2564, -0.8628)  0.00
C (0.1804, 2.9821, -2.2697)  0.00
C (-0.9075, 3.5899, -2.8465)  0.00
C (-0.7519, 4.8554, -3.3458)  0.00
C (0.4967, 5.4714, -3.2206)  0.00
C (1.5632, 4.8399, -2.6140)  0.00
C (1.4053, 3.5678, -2.1215)  0.00
N (0.6968, 6.8581, -3.7160)  0.00
O (1.8633, 7.2440, -3.7181)  0.00
O (-0.2242, 7.4730, -4.2076)  0.00
H (-1.8169, 2.9809, -2.9014)  0.00
H (-1.6169, 5.3740, -3.6175)  0.00
H (2.5220, 5.2617, -2.5183)  0.00
H (2.2053, 3.0728, -1.6167)  0.00
C (3.7621, 0.5065, 0.7242)  0.00
P (2.1495, 0.1603, 1.5488)  0.00
C (2.6602, -0.7034, 3.1620)  0.00
C (1.7669, 1.8002, 2.3208)  0.00
H (4.4481, 1.1773, 1.3189)  0.00
H (3.4484, 1.0606, -0.1239)  0.00
H (4.2842, -0.4036, 0.4667)  0.00
H (3.4865, -0.1903, 3.6219)  0.00
H (2.9902, -1.7452, 2.9594)  0.00
H (1.8191, -0.7702, 3.8459)  0.00
H (2.5741, 2.1995, 2.9535)  0.00
H (0.8999, 1.5893, 3.0193)  0.00
H (1.5239, 2.5290, 1.5414)  0.00
C (-4.9040, -0.4153, 2.1868)  0.00
N (-4.2033, -0.5725, 0.9264)  0.00
C (-3.7733, -1.7233, 0.4353)  0.00
N (-4.1864, -2.8840, 0.9809)  0.00
S (-2.8217, -1.8376, -0.9611)  0.00
H (-4.9040, 0.6158, 2.4784)  0.00
H (-4.3885, -0.9626, 2.9676)  0.00
H (-5.9519, -0.7805, 2.1455)  0.00
H (-3.8172, 0.2274, 0.4691)  0.00
H (-4.6359, -2.9316, 1.8605)  0.00
H (-3.7178, -3.7100, 0.5963)  0.00

Question: energy relative to the best compared isomer or geometry (same formula, charge and spin) of number 4 (C21H35N5O5PS5Tm)?
Answer: 12.6 kcal/mol

Question: The highest multiplicity belongs to which entry?
Answer: C25H19F6N6O4PtS2Se

Question: Look up the maximum force of the third one.
Answer: 3.9 eV/A